Computed, not measured: a 3-piece molecular cluster, CH5O4 overall at a distorted geometry, with ωB97M-V/def2-TZVPD.

Geometry (Å):
O: 0.425 1.963 -1.088
C: 1.364 1.145 -0.941
O: 1.337 -0.060 -0.661
H: 2.370 1.626 -1.105
H: 0.424 -2.141 1.361
H: -0.926 -1.609 0.959
O: -0.503 -2.180 1.616
H: -0.828 0.467 -0.491
H: -1.974 0.678 0.539
O: -1.689 0.112 -0.189

As for the HOMO energy: -0.169 Eh. The value obtained for the energy above the lowest of the compared OMol25 structures with the same formula, charge and spin is 27.8 kJ/mol. As for the HOMO-LUMO gap: 8.912 eV. As for the charge: -1.

These are the Löwdin partial charges, in e, on atoms 1 to 8: atom 1 (O): -0.14, atom 2 (C): -0.68, atom 3 (O): -0.11, atom 4 (H): 0.09, atom 5 (H): 0.02, atom 6 (H): -0.01, atom 7 (O): -0.09, atom 8 (H): -0.01



Computed, not measured: a 7-piece molecular cluster, C18H38ClN6O27PS6 overall at a distorted geometry, with ωB97M-V/def2-TZVPD.

Geometry (Å):
N: -0.840 0.220 -0.080
P: -1.407 -0.704 1.139
C: -1.506 0.202 2.827
C: -1.213 -0.991 3.911
C: 0.131 -0.791 4.826
N: 1.418 -0.603 4.006
N: -0.059 0.290 5.878
N: 0.326 -2.120 5.585
C: -0.831 1.684 3.018
N: -1.876 2.557 2.289
C: -3.263 1.949 2.238
O: -4.370 2.289 1.564
C: -3.070 0.630 3.239
Cl: -3.287 1.457 4.923
O: -4.113 -0.407 3.186
N: -4.725 -0.313 4.409
O: -4.847 -1.420 4.909
H: -0.631 1.154 0.316
H: -2.738 -1.213 0.808
H: -0.530 -1.880 1.189
H: -2.111 -1.195 4.664
H: -1.074 -2.021 3.323
H: 1.236 -0.927 3.032
H: 1.667 0.412 4.054
H: -1.010 0.268 6.308
H: 0.651 0.227 6.645
H: 1.095 -2.681 5.156
H: 0.469 -1.948 6.605
H: 0.110 1.683 2.289
H: -0.662 2.134 4.078
H: -1.796 3.586 2.447
O: 2.300 2.666 0.220
S: 2.620 1.266 0.393
O: 2.228 0.507 1.558
O: 4.224 1.080 0.168
C: 4.451 0.161 -0.900
C: 3.236 0.291 -1.814
O: 2.125 0.463 -0.937
H: 4.518 -0.845 -0.474
H: 5.384 0.400 -1.416
H: 3.095 -0.589 -2.447
H: 3.311 1.183 -2.444
O: 4.862 -2.300 -2.441
S: 4.657 -3.731 -2.478
O: 3.943 -4.396 -3.543
O: 4.010 -4.189 -1.054
C: 4.862 -5.148 -0.431
C: 6.269 -4.828 -0.929
O: 6.106 -4.458 -2.296
H: 4.547 -6.145 -0.755
H: 4.784 -5.079 0.657
H: 6.947 -5.680 -0.838
H: 6.691 -3.970 -0.394
O: -0.811 8.288 1.228
S: -0.491 6.888 1.400
O: -0.883 6.129 2.565
O: 1.113 6.702 1.175
C: 1.339 5.783 0.108
C: 0.124 5.912 -0.807
O: -0.986 6.085 0.070
H: 1.407 4.777 0.533
H: 2.273 6.022 -0.409
H: -0.016 5.033 -1.440
H: 0.199 6.805 -1.437
O: 1.601 -6.018 -1.649
S: 1.212 -4.938 -2.528
O: 2.166 -4.083 -3.196
O: 0.139 -3.999 -1.737
C: -1.083 -3.951 -2.472
C: -1.154 -5.271 -3.234
O: 0.185 -5.537 -3.646
H: -1.033 -3.101 -3.160
H: -1.931 -3.819 -1.794
H: -1.820 -5.218 -4.098
H: -1.473 -6.088 -2.578
O: -6.410 0.747 1.384
S: -5.832 -0.522 1.000
O: -5.000 -1.307 1.882
O: -5.043 -0.316 -0.412
C: -5.590 -1.193 -1.395
C: -7.046 -1.404 -0.988
O: -7.029 -1.476 0.436
H: -5.031 -2.133 -1.361
H: -5.500 -0.752 -2.391
H: -7.470 -2.316 -1.415
H: -7.664 -0.547 -1.276
O: 2.886 3.140 -3.255
S: 1.845 3.960 -3.834
O: 1.573 5.310 -3.398
O: 0.452 3.113 -3.799
C: -0.051 2.971 -5.126
C: 1.177 3.001 -6.033
O: 2.046 3.971 -5.452
H: -0.714 3.817 -5.332
H: -0.612 2.038 -5.223
H: 0.928 3.273 -7.062
H: 1.695 2.036 -6.027

As for the HOMO energy: -0.304 Eh. As for the HOMO-LUMO gap: 8.153 eV. As for the SMILES: N=[PH2][C@@]1(CC(N)(N)N)CNC(=O)[C@@]1(Cl)ON=O.O=S1(=O)OCCO1.O=S1(=O)OCCO1.O=S1(=O)OCCO1.O=S1(=O)OCCO1.O=S1(=O)OCCO1.O=S1(=O)OCCO1.

These are the Löwdin partial charges, in e, on atoms 1 to 8: atom 1 (N): -0.31, atom 2 (P): 0.82, atom 3 (C): -0.39, atom 4 (C): -0.13, atom 5 (C): -0.55, atom 6 (N): 0.06, atom 7 (N): 0.04, atom 8 (N): 0.01



Computed, not measured: C28H33AsF3NO4PS2Sn as an isolated structure, with ωB97M-V/def2-TZVPD.

Geometry (Å):
Sn: -0.309 -2.996 -1.158
C: 3.056 -3.930 -2.350
C: 2.407 -2.854 -3.221
C: 1.099 -3.363 -3.863
C: 2.245 -1.520 -2.473
C: 3.587 -0.817 -2.249
O: 3.518 -0.365 -0.877
C: 2.450 -0.902 -0.320
N: 1.677 -1.611 -1.084
C: 2.428 -0.647 1.155
C: 3.547 -1.183 1.792
C: 3.730 -1.071 3.161
C: 2.784 -0.413 3.927
C: 1.666 0.130 3.317
C: 1.484 0.058 1.933
P: -0.137 0.670 1.414
C: -1.139 -0.817 1.733
C: -0.487 -2.061 1.609
C: -1.131 -3.235 1.978
C: -2.431 -3.197 2.471
C: -3.058 -1.976 2.636
C: -2.422 -0.793 2.275
C: -0.658 2.103 2.345
C: -2.010 2.456 2.421
C: -2.393 3.545 3.185
C: -1.437 4.292 3.861
C: -0.088 3.982 3.735
C: 0.308 2.893 2.978
H: 3.275 -4.814 -2.945
H: 2.393 -4.240 -1.535
H: 3.994 -3.601 -1.904
H: 3.096 -2.623 -4.037
H: 0.290 -2.621 -3.829
H: 0.770 -4.308 -3.414
H: 1.237 -3.593 -4.920
H: 1.569 -0.870 -3.042
H: 3.744 0.048 -2.886
H: 4.443 -1.485 -2.332
H: 4.284 -1.710 1.202
H: 4.605 -1.505 3.623
H: 2.913 -0.315 4.995
H: 0.925 0.619 3.936
H: 0.570 -2.106 1.362
H: -0.596 -4.178 1.939
H: -2.934 -4.110 2.757
H: -4.051 -1.932 3.063
H: -2.933 0.131 2.463
H: -2.757 1.912 1.864
H: -3.439 3.812 3.251
H: -1.742 5.124 4.480
H: 0.658 4.586 4.233
H: 1.362 2.662 2.884
F: -4.944 -1.716 -2.173
C: -3.892 -1.291 -2.832
F: -4.137 -0.114 -3.387
F: -3.531 -2.162 -3.754
S: -2.492 -1.096 -1.619
O: -2.623 0.204 -1.019
O: -2.574 -2.257 -0.730
O: -1.221 -1.268 -2.389
C: -1.786 2.554 -3.085
As: -0.936 2.997 -1.417
C: 0.490 4.199 -1.895
C: -2.119 3.976 -0.277
S: 0.357 1.408 -0.516
H: -1.311 3.195 -3.827
H: -2.845 2.787 -3.001
H: -1.646 1.511 -3.347
H: 0.046 5.165 -2.138
H: 1.009 3.812 -2.773
H: 1.191 4.311 -1.071
H: -2.425 4.833 -0.882
H: -1.586 4.313 0.608
H: -2.986 3.378 -0.015

As for the HOMO energy: -0.648 Eh. As for the HOMO-LUMO gap: 8.452 eV. As for the charge: +3.

These are the Löwdin partial charges, in e, on atoms 1 to 8: atom 1 (Sn): 1.59, atom 2 (C): -0.05, atom 3 (C): -0.37, atom 4 (C): -0.10, atom 5 (C): -0.27, atom 6 (C): -0.03, atom 7 (O): 0.06, atom 8 (C): -0.38